This record from the Open Molecules 2025 dataset describes a molecular structure, C30H29N7O2RuS. The level of theory is ωB97M-V/def2-TZVPD.

Last column: Mulliken spin population.
Geometry (Å):
Ru  0.32088  0.24392  -0.15676  1.995
N  -2.16438  3.69879  -1.16683  0.105
C  -1.55677  2.60153  -0.72445  0.015
S  -0.27756  1.92282  -1.66482  0.143
N  -2.02836  2.11698  0.43480  0.269
N  -1.39532  1.04249  0.86980  0.153
C  -1.83244  0.61009  2.04992  -0.017
C  -1.28471  -0.42836  2.80516  0.135
C  -1.91000  -0.69867  4.06293  -0.035
C  -1.42338  -1.63688  4.91272  0.073
C  -0.25916  -2.36477  4.55223  0.042
C  0.37304  -2.15347  3.36456  0.006
C  -0.11611  -1.19476  2.43993  0.134
O  0.49868  -1.08649  1.31838  0.138
H  -1.82524  4.18146  -1.98126  0.002
H  -2.87360  4.12926  -0.59458  -0.005
H  -2.67614  1.15560  2.46252  0.000
H  -2.78547  -0.12174  4.32871  -0.003
H  -1.90471  -1.82395  5.86112  0.003
H  0.13476  -3.10281  5.23856  0.002
H  1.26110  -2.70145  3.08391  0.001
C  -1.55758  -5.54797  -3.35783  -0.001
C  -1.20165  -4.61948  -4.48325  0.000
C  -1.09780  -5.07566  -5.79236  0.000
C  -0.76451  -4.22174  -6.83196  0.001
C  -0.54966  -2.87578  -6.57921  -0.001
C  -0.66808  -2.39154  -5.28689  -0.001
C  -0.97400  -3.26198  -4.24653  0.001
N  -1.11430  -2.78701  -2.90864  0.003
C  -0.30230  -1.89806  -2.27799  0.001
N  0.94044  -1.77667  -2.77790  0.041
C  2.01913  -0.97336  -2.37624  0.073
C  1.96222  -0.08040  -1.29306  0.031
C  3.13346  0.64693  -1.00648  0.033
C  4.29504  0.46544  -1.72169  -0.026
C  4.31912  -0.43738  -2.77847  0.080
C  3.19720  -1.16540  -3.12378  -0.033
C  3.25164  -2.14248  -4.26795  -0.001
N  -0.69296  -1.25603  -1.20458  0.097
C  -2.00113  -1.55462  -0.70083  -0.012
C  -3.05471  -0.69711  -1.00911  0.003
C  -4.31334  -0.91614  -0.48154  -0.011
C  -4.52484  -2.00476  0.35585  0.007
C  -3.48185  -2.86920  0.63755  -0.003
C  -2.20306  -2.67084  0.11526  -0.005
C  -1.11279  -3.66345  0.41787  0.006
H  -1.54904  -6.58185  -3.69557  0.000
H  -2.55761  -5.33928  -2.96805  0.000
H  -0.85519  -5.44978  -2.52894  0.000
H  -1.27145  -6.12465  -5.99449  0.000
H  -0.68053  -4.60547  -7.83892  0.000
H  -0.30933  -2.19782  -7.38637  0.000
H  -0.54242  -1.33480  -5.08834  0.002
H  -2.00119  -2.95541  -2.45583  -0.002
H  1.12711  -2.37783  -3.56592  -0.006
H  3.12115  1.36326  -0.19824  -0.044
H  5.18344  1.02581  -1.46584  0.001
H  5.22846  -0.57731  -3.34860  0.003
H  4.23600  -2.12479  -4.72948  0.000
H  2.52414  -1.90626  -5.04935  -0.002
H  3.07017  -3.16931  -3.93739  -0.001
H  -2.86719  0.14283  -1.66583  0.012
H  -5.12559  -0.24438  -0.72330  0.000
H  -5.50402  -2.18518  0.77749  0.000
H  -3.65312  -3.72465  1.27926  0.000
H  -1.05131  -3.84506  1.49134  0.000
H  -0.13688  -3.31970  0.08001  -0.001
H  -1.32659  -4.62265  -0.05732  0.000
O  1.41885  1.51055  2.18700  0.659
N  1.22573  1.74604  1.02318  0.936

Lowest unoccupied orbital energy (spin up / spin down) (eV): -3.19 / -5.55
Relative energy (zero: lowest compared OMol25 entry of this formula, charge and spin) (eV): 0.000
HOMO-LUMO gap (spin up / spin down) (Ha): 0.238 / 0.196
Strongest force on any atom (hartree/bohr): 0.009
Energy (eV): -59515.9776
Charge: +1
E_HOMO (spin up / spin down) (Eh): -0.355 / -0.400
Multiplicity: 6
<S²>: 8.81